Formula: C43H84N4O7P2
Source: OMol25
Level of theory: ωB97M-V with the def2-TZVPD basis set

CARTESIAN COORDINATES (ANGSTROEM)
C (2.145, 0.382, -0.641)
C (2.908, 0.406, 0.676)
O (3.621, 1.626, 0.996)
P (2.991, 3.079, 0.908)
O (3.746, 4.002, 1.781)
C (1.250, 3.041, 1.369)
C (0.358, 4.123, 0.695)
C (-0.898, 3.592, 0.025)
C (-2.024, 4.604, 0.008)
C (-3.441, 3.993, 0.218)
C (-4.334, 3.824, -1.028)
C (-4.318, 2.410, -1.634)
N (-5.643, 1.973, -2.046)
C (-6.194, 0.778, -1.707)
C (-7.442, 0.709, -2.243)
C (-7.659, 1.920, -2.943)
C (-6.533, 2.671, -2.804)
P (-0.376, 2.787, -1.552)
C (-1.135, 3.818, -2.862)
O (-1.337, 1.430, -1.644)
O (3.027, 3.550, -0.617)
C (4.339, 3.799, -1.158)
C (4.415, 3.223, -2.560)
H (2.549, 1.073, -1.377)
H (1.082, 0.553, -0.478)
H (2.222, -0.631, -1.041)
H (2.251, 0.115, 1.498)
H (3.683, -0.358, 0.636)
H (0.796, 2.051, 1.297)
H (1.305, 3.282, 2.432)
H (0.068, 4.839, 1.465)
H (0.932, 4.669, -0.063)
H (-1.993, 5.238, -0.883)
H (-1.862, 5.270, 0.860)
H (-3.306, 3.031, 0.716)
H (-3.963, 4.648, 0.917)
H (-3.988, 4.554, -1.765)
H (-5.360, 4.095, -0.776)
H (-3.992, 1.712, -0.864)
H (-3.624, 2.360, -2.470)
H (-5.688, 0.044, -1.103)
H (-8.131, -0.112, -2.129)
H (-8.557, 2.192, -3.473)
H (-6.306, 3.647, -3.200)
H (-2.175, 4.106, -2.715)
H (-1.077, 3.233, -3.782)
H (-0.543, 4.726, -2.999)
H (-0.768, 0.690, -1.886)
H (4.495, 4.878, -1.193)
H (5.111, 3.357, -0.526)
H (5.431, 3.323, -2.944)
H (3.748, 3.784, -3.215)
H (4.126, 2.173, -2.553)
C (-1.719, -4.973, 2.900)
C (-0.448, -4.120, 3.123)
C (-0.366, -3.718, 4.606)
C (-1.327, -2.595, 4.987)
C (-1.160, -1.421, 4.028)
C (-1.291, -1.839, 2.556)
N (-0.411, -2.969, 2.195)
O (0.917, -2.471, 2.179)
C (-2.767, -2.156, 2.249)
C (-0.930, -0.648, 1.673)
C (0.741, -5.022, 2.810)
H (-2.062, -4.877, 1.868)
H (-1.519, -6.031, 3.078)
H (-2.542, -4.703, 3.566)
H (0.654, -3.389, 4.824)
H (-0.554, -4.600, 5.231)
H (-2.364, -2.951, 4.989)
H (-1.118, -2.266, 6.010)
H (-1.893, -0.637, 4.256)
H (-0.169, -0.982, 4.180)
H (-2.862, -2.531, 1.228)
H (-3.368, -1.244, 2.337)
H (-3.209, -2.885, 2.924)
H (0.075, -0.295, 1.895)
H (-1.641, 0.171, 1.847)
H (-0.974, -0.929, 0.617)
H (0.737, -5.307, 1.755)
H (0.677, -5.930, 3.420)
H (1.679, -4.518, 3.025)
C (8.225, 7.489, -4.826)
C (6.683, 7.417, -4.794)
C (6.079, 8.740, -5.273)
C (6.177, 9.874, -4.252)
C (5.620, 9.436, -2.899)
C (6.264, 8.154, -2.371)
N (6.191, 7.084, -3.418)
O (5.021, 6.552, -3.457)
C (7.715, 8.424, -1.946)
C (5.536, 7.675, -1.121)
C (6.273, 6.298, -5.744)
H (8.664, 6.833, -4.075)
H (8.591, 7.159, -5.798)
H (8.610, 8.495, -4.671)
H (5.024, 8.580, -5.516)
H (6.576, 9.028, -6.203)
H (7.211, 10.212, -4.150)
H (5.611, 10.733, -4.616)
H (5.758, 10.226, -2.157)
H (4.541, 9.279, -2.992)
H (8.214, 7.495, -1.670)
H (7.711, 9.076, -1.072)
H (8.313, 8.921, -2.704)
H (4.470, 7.544, -1.292)
H (5.662, 8.418, -0.333)
H (5.943, 6.728, -0.766)
H (6.647, 5.333, -5.399)
H (6.697, 6.503, -6.727)
H (5.193, 6.229, -5.850)
C (-6.006, -9.597, 2.500)
C (-4.686, -9.079, 1.888)
C (-4.400, -9.791, 0.563)
C (-3.910, -11.231, 0.724)
C (-2.727, -11.296, 1.687)
C (-3.020, -10.650, 3.042)
N (-3.544, -9.264, 2.841)
O (-2.590, -8.443, 2.579)
C (-4.009, -11.515, 3.838)
C (-1.746, -10.578, 3.875)
C (-4.868, -7.586, 1.634)
H (-5.992, -9.516, 3.587)
H (-6.841, -8.996, 2.140)
H (-6.226, -10.630, 2.234)
H (-3.642, -9.224, 0.015)
H (-5.309, -9.768, -0.043)
H (-4.722, -11.879, 1.067)
H (-3.605, -11.617, -0.251)
H (-2.427, -12.334, 1.852)
H (-1.870, -10.790, 1.231)
H (-4.306, -11.010, 4.758)
H (-3.522, -12.453, 4.109)
H (-4.908, -11.777, 3.287)
H (-0.947, -10.060, 3.352)
H (-1.410, -11.593, 4.093)
H (-1.927, -10.063, 4.818)
H (-5.021, -7.045, 2.568)
H (-5.746, -7.445, 1.002)
H (-4.012, -7.150, 1.127)

The value obtained for the HOMO-LUMO gap (alpha / beta) is 0.1341 / 0.1236 hartree. Its LUMO energy (alpha / beta) is 0.0669 / 0.0563 Eh. For the HOMO energy (alpha / beta), the calculation gives -1.830 / -1.830 eV. For the total energy, the calculation gives -3117.1003 Eh. The multiplicity is 4. As for the net charge: -1. Its max |F| is 0.0393 Eh/bohr.